# 1
Density functional theory data (wB97M-V/def2-TZVPD) for a 2-piece molecular cluster, C5H14 overall at a distorted geometry.

Properties
HOMO energy (spin up / spin down)   1.44 / -6.73 eV
2S+1   2
E_LUMO (spin up / spin down)   4.15 / 4.25 eV
Strongest force on any atom   0.083 Eh/bohr
Net charge   -1
<S²>   0.75
Energy relative to the best compared isomer or geometry (same formula, charge and spin)   1.7094 eV

CARTESIAN COORDINATES (ANGSTROEM)
1 C -1.157 -0.917 1.026
2 C -1.011 -1.585 2.354
3 C -2.612 -0.746 0.613
4 H -0.833 0.228 1.073
5 H -0.266 -1.258 0.450
6 H -1.641 -2.449 2.455
7 H -3.159 0.073 1.146
8 H -2.847 -0.663 -0.539
9 H -3.132 -1.749 0.901
10 H -0.013 -1.629 2.856
11 H -1.341 -1.001 3.129
12 C 2.610 0.868 -2.351
13 C 1.894 1.956 -1.571
14 H 2.533 1.022 -3.400
15 H 3.601 0.966 -2.055
16 H 2.231 -0.071 -2.171
17 H 2.629 2.704 -1.160
18 H 1.258 2.641 -2.068
19 H 1.256 1.612 -0.687


# 2
Density functional theory data (wB97M-V/def2-TZVPD) for a 2-piece molecular cluster, C5H14 overall at a distorted geometry.

Properties
HOMO energy (spin up / spin down)   1.50 / -7.44 eV
2S+1   2
E_LUMO (spin up / spin down)   4.11 / 4.19 eV
Strongest force on any atom   0.122 Eh/bohr
Net charge   -1
<S²>   0.75
Energy relative to the best compared isomer or geometry (same formula, charge and spin)   1.6225 eV

CARTESIAN COORDINATES (ANGSTROEM)
1 C -2.249 1.900 0.005
2 C -2.560 0.859 -1.062
3 H -3.010 2.139 0.766
4 H -1.451 1.733 0.686
5 H -1.967 2.822 -0.408
6 H -2.913 -0.172 -0.724
7 H -3.063 1.152 -2.017
8 H -1.444 0.589 -1.545
9 C 2.130 -1.472 0.495
10 C 0.935 -1.427 -0.593
11 C 2.068 -0.266 1.364
12 H 2.313 -2.375 0.865
13 H 3.067 -1.371 -0.106
14 H 0.118 -2.259 -0.617
15 H 2.833 -0.401 2.121
16 H 2.312 0.683 0.866
17 H 1.211 -1.397 -1.626
18 H 0.521 -0.457 -0.386
19 H 1.148 -0.281 1.916


# 3
Density functional theory data (wB97M-V/def2-TZVPD) for a 2-piece molecular cluster, C5H14 overall at a distorted geometry.

Properties
HOMO energy   -11.38 eV
E_LUMO   1.12 eV
Strongest force on any atom   0.033 Eh/bohr
SMILES string   CCC.CC
Energy relative to the best compared isomer or geometry (same formula, charge and spin)   0.2214 eV

CARTESIAN COORDINATES (ANGSTROEM)
1 C -1.607 -1.903 1.161
2 C -2.106 -1.128 -0.046
3 C -1.003 -0.992 -1.082
4 H -0.816 -1.325 1.627
5 H -2.347 -2.063 1.950
6 H -1.166 -2.865 0.907
7 H -2.459 -0.155 0.295
8 H -2.966 -1.605 -0.512
9 H -0.902 -1.916 -1.655
10 H 0.014 -0.799 -0.744
11 H -1.209 -0.198 -1.806
12 C 1.293 1.846 -0.067
13 C 2.839 1.876 -0.010
14 H 0.977 2.734 0.483
15 H 0.853 1.808 -1.054
16 H 0.984 1.039 0.576
17 H 3.276 0.932 -0.342
18 H 3.140 2.073 1.016
19 H 3.206 2.641 -0.699


# 4
Density functional theory data (wB97M-V/def2-TZVPD) for a 2-piece molecular cluster, C5H14 overall at a distorted geometry.

Properties
HOMO energy   -10.90 eV
E_LUMO   1.11 eV
Strongest force on any atom   0.034 Eh/bohr
SMILES string   CCC.CC
Energy relative to the best compared isomer or geometry (same formula, charge and spin)   0.5543 eV

CARTESIAN COORDINATES (ANGSTROEM)
1 C -0.574 1.036 1.512
2 C -0.061 1.373 0.134
3 C -0.471 2.734 -0.471
4 H -1.630 0.763 1.525
5 H 0.002 0.252 2.002
6 H -0.516 1.874 2.217
7 H -0.553 0.678 -0.551
8 H 0.981 1.137 -0.082
9 H -1.092 2.565 -1.345
10 H 0.396 3.261 -0.877
11 H -1.006 3.439 0.158
12 C -0.031 -2.156 -0.192
13 C 1.144 -2.781 -0.927
14 H -0.187 -2.582 0.799
15 H -0.135 -1.072 -0.176
16 H -0.932 -2.457 -0.743
17 H 1.197 -2.413 -1.952
18 H 0.994 -3.855 -0.997
19 H 2.110 -2.647 -0.439


# 5
Density functional theory data (wB97M-V/def2-TZVPD) for a 2-piece molecular cluster, C5H14 overall at a distorted geometry.

Properties
HOMO energy   -11.29 eV
E_LUMO   1.14 eV
Strongest force on any atom   0.039 Eh/bohr
SMILES string   CCC.CC
Energy relative to the best compared isomer or geometry (same formula, charge and spin)   0.4302 eV

CARTESIAN COORDINATES (ANGSTROEM)
1 C -1.744 -1.138 1.713
2 C -0.811 -0.988 0.545
3 C -1.483 -1.272 -0.790
4 H -2.391 -1.966 1.669
5 H -1.191 -1.051 2.641
6 H -2.488 -0.327 1.657
7 H 0.002 -1.690 0.693
8 H -0.386 0.010 0.619
9 H -0.753 -1.091 -1.592
10 H -2.193 -0.484 -1.016
11 H -1.839 -2.295 -0.847
12 C 2.009 1.631 0.113
13 C 1.826 1.479 -1.396
14 H 3.059 1.495 0.343
15 H 1.629 2.605 0.398
16 H 1.513 0.890 0.736
17 H 1.690 2.410 -1.941
18 H 0.943 0.872 -1.642
19 H 2.610 0.909 -1.903


# 6
Density functional theory data (wB97M-V/def2-TZVPD) for a 2-piece molecular cluster, C5H14 overall at a distorted geometry.

Properties
HOMO energy   -10.52 eV
E_LUMO   1.06 eV
Strongest force on any atom   0.098 Eh/bohr
SMILES string   CCC.CC
Energy relative to the best compared isomer or geometry (same formula, charge and spin)   1.6750 eV

CARTESIAN COORDINATES (ANGSTROEM)
1 C -1.766 -1.853 1.490
2 C -1.285 -1.374 0.148
3 C -1.868 -0.196 -0.609
4 H -2.828 -1.996 1.467
5 H -1.301 -2.806 1.786
6 H -1.513 -1.063 2.263
7 H -1.401 -2.302 -0.532
8 H -0.242 -1.303 0.325
9 H -2.996 -0.340 -0.982
10 H -1.344 0.075 -1.452
11 H -1.668 0.448 0.301
12 C 1.793 2.082 -0.820
13 C 2.662 1.029 -0.140
14 H 2.270 3.129 -0.823
15 H 1.754 1.681 -1.883
16 H 0.856 2.275 -0.392
17 H 2.430 0.095 -0.471
18 H 2.719 1.283 0.878
19 H 3.726 1.137 -0.552


# 7
Density functional theory data (wB97M-V/def2-TZVPD) for a 2-piece molecular cluster, C5H14 overall at a distorted geometry.

Properties
HOMO energy   -11.19 eV
E_LUMO   1.15 eV
Strongest force on any atom   0.111 Eh/bohr
SMILES string   CCC.CC
Energy relative to the best compared isomer or geometry (same formula, charge and spin)   1.5431 eV

CARTESIAN COORDINATES (ANGSTROEM)
1 C -0.057 -0.269 2.999
2 C 0.397 0.187 1.624
3 C -0.282 1.538 1.184
4 H -0.410 -1.444 2.858
5 H -0.925 0.412 3.159
6 H 0.721 -0.112 3.671
7 H 1.400 0.488 1.780
8 H 0.218 -0.590 0.902
9 H -1.370 1.487 1.251
10 H -0.032 2.255 1.955
11 H -0.076 1.871 0.204
12 C -0.184 -0.485 -1.981
13 C 0.372 -0.882 -3.407
14 H 0.686 -0.304 -1.293
15 H -1.011 0.223 -1.983
16 H -0.685 -1.385 -1.627
17 H 0.192 -0.084 -4.069
18 H -0.265 -1.706 -3.921
19 H 1.311 -1.199 -3.305


# 8
Density functional theory data (wB97M-V/def2-TZVPD) for a 2-piece molecular cluster, C5H14 overall at a distorted geometry.

Properties
HOMO energy   -11.25 eV
E_LUMO   1.11 eV
Strongest force on any atom   0.048 Eh/bohr
SMILES string   CCC.CC
Energy relative to the best compared isomer or geometry (same formula, charge and spin)   0.7019 eV

CARTESIAN COORDINATES (ANGSTROEM)
1 C -1.254 -0.839 1.080
2 C -1.791 -0.857 -0.357
3 C -2.480 0.429 -0.762
4 H -1.475 -1.817 1.522
5 H -1.892 -0.237 1.741
6 H -0.256 -0.436 1.205
7 H -0.950 -0.960 -1.058
8 H -2.474 -1.683 -0.525
9 H -1.777 1.261 -0.887
10 H -2.834 0.347 -1.799
11 H -3.277 0.719 -0.077
12 C 1.915 0.750 0.476
13 C 3.150 0.321 -0.376
14 H 1.248 -0.077 0.298
15 H 2.305 0.922 1.471
16 H 1.493 1.666 0.072
17 H 3.256 -0.765 -0.472
18 H 4.140 0.689 -0.128
19 H 2.952 0.568 -1.423


- Which value of strongest force on any atom does entry 6 give?
  0.098 Eh/bohr


What did the sixth record say?
Density functional theory data (wB97M-V/def2-TZVPD) for a 2-piece molecular cluster, C5H14 overall at a distorted geometry.

Properties
HOMO energy   -10.52 eV
E_LUMO   1.06 eV
Strongest force on any atom   0.098 Eh/bohr
SMILES string   CCC.CC
Energy relative to the best compared isomer or geometry (same formula, charge and spin)   1.6750 eV

CARTESIAN COORDINATES (ANGSTROEM)
1 C -1.766 -1.853 1.490
2 C -1.285 -1.374 0.148
3 C -1.868 -0.196 -0.609
4 H -2.828 -1.996 1.467
5 H -1.301 -2.806 1.786
6 H -1.513 -1.063 2.263
7 H -1.401 -2.302 -0.532
8 H -0.242 -1.303 0.325
9 H -2.996 -0.340 -0.982
10 H -1.344 0.075 -1.452
11 H -1.668 0.448 0.301
12 C 1.793 2.082 -0.820
13 C 2.662 1.029 -0.140
14 H 2.270 3.129 -0.823
15 H 1.754 1.681 -1.883
16 H 0.856 2.275 -0.392
17 H 2.430 0.095 -0.471
18 H 2.719 1.283 0.878
19 H 3.726 1.137 -0.552


- Which of these has the highest energy relative to the best compared isomer or geometry (same formula, charge and spin)?
  number 1


- Number 6 is which compound?
  C5H14